Below is 2 unconnected molecules or ions with the total composition C3H10NO2, with properties calculated with ωB97M-V/def2-TZVPD.

## Properties
Spin multiplicity ... 2
E_HOMO (alpha / beta) ... 4.271 / -0.433 eV
Calculated total energy ... -8853.656 eV
Total charge ... -2
Kohn-Sham gap (alpha / beta) ... 2.39 / 7.03 eV

XYZ file:
```
16
Properties=species:S:1:pos:R:3:mulliken_spin:R:1
C 0.78 -1.36 -0.85 -0.174
N -0.09 -0.15 -0.83 -0.466
C 0.24 1.21 -0.35 0.289
O 0.38 1.34 1.00 -0.134
C 0.42 -2.41 -1.89 3.848
H 1.76 -0.91 -0.98 0.040
H 0.81 -1.82 0.15 -0.060
H -0.96 -0.49 -0.43 -0.028
H -0.51 1.89 -0.80 -0.012
H 1.20 1.59 -0.78 0.066
H 0.24 -1.93 -2.86 -0.429
H -0.48 -2.97 -1.63 -0.739
H 1.41 -2.88 -2.07 -1.231
H -1.53 2.15 2.93 0.009
H -0.76 1.26 1.93 0.032
O -1.54 1.23 2.65 -0.010
```

---

Below is 2 unconnected molecules or ions with the total composition C3H10NO2, with properties calculated with ωB97M-V/def2-TZVPD.

## Properties
Spin multiplicity ... 2
E_HOMO (alpha / beta) ... -9.784 / -9.872 eV
Calculated total energy ... -8855.606 eV
Kohn-Sham gap (alpha / beta) ... 10.71 / 7.64 eV

XYZ file:
```
16
Properties=species:S:1:pos:R:3:mulliken_spin:R:1
C 0.41 -0.61 0.37 0.002
O 0.21 -0.93 -0.92 0.753
C -0.76 0.42 0.90 0.147
C -0.59 1.72 0.12 0.004
N -2.06 -0.19 0.61 0.014
H 1.34 -0.08 0.61 0.002
H 0.28 -1.54 0.95 0.056
H -0.68 0.41 1.99 -0.006
H -0.44 1.51 -0.93 -0.003
H -1.37 2.37 0.49 0.009
H 0.34 2.23 0.40 0.001
H -2.18 -0.30 -0.40 0.007
H -1.97 -1.20 0.75 0.005
H 1.74 -0.97 -1.60 -0.003
H 3.03 -1.85 -1.83 -0.001
O 2.71 -1.01 -1.51 0.012
```

---

Below is 2 unconnected molecules or ions with the total composition C3H10NO2, with properties calculated with ωB97M-V/def2-TZVPD.

## Properties
Spin multiplicity ... 1
E_HOMO (alpha / beta) ... -14.797 / -14.018 eV
Calculated total energy ... -8844.510 eV
Total charge ... +1
Kohn-Sham gap (alpha / beta) ... 10.07 / 9.44 eV

XYZ file:
```
16
Properties=species:S:1:pos:R:3:lowdin_charge:R:1
C -0.35 1.42 -0.04 -0.048
C -0.91 -0.68 -0.92 -0.032
C 0.42 -0.59 1.19 0.144
N -0.62 0.04 0.36 -0.264
O 3.19 -0.19 -0.25 0.003
O 2.00 -0.49 -0.59 -0.115
H -0.24 2.16 0.77 0.110
H 0.58 1.47 -0.72 0.134
H -1.31 1.79 -0.51 0.135
H -0.51 -1.71 -0.67 0.107
H -2.04 -0.76 -1.06 0.129
H -0.42 -0.29 -1.90 0.145
H 0.28 -1.61 1.50 0.107
H 0.96 0.21 1.53 0.063
H -1.60 -0.02 0.82 0.223
H 3.75 -0.99 -0.07 0.158
```

---

Below is 2 unconnected molecules or ions with the total composition C3H10NO2, with properties calculated with ωB97M-V/def2-TZVPD.

## Properties
Spin multiplicity ... 1
E_HOMO ... -14.854 eV
Calculated total energy ... -8850.936 eV
Total charge ... +1
Kohn-Sham gap ... 10.96 eV

XYZ file:
```
16
Properties=species:S:1:pos:R:3:lowdin_charge:R:1
O -2.20 1.38 -0.15 0.097
C -1.58 0.66 -0.88 -0.181
C -0.09 0.46 -0.56 -0.258
C 0.41 -0.79 -1.27 -0.036
N -0.07 0.33 0.97 0.235
H -2.17 0.04 -1.57 0.149
H 0.33 1.44 -0.76 0.166
H 0.10 -1.70 -0.76 0.102
H -0.16 -0.84 -2.19 0.089
H 1.46 -0.83 -1.53 0.092
H 0.02 1.29 1.31 0.171
H -0.99 0.02 1.30 0.173
H 0.80 -0.11 1.25 0.123
H 2.37 -2.29 1.15 0.067
H 3.49 -1.34 1.15 0.078
O 2.53 -1.36 1.39 -0.066
```

---

Below is 2 unconnected molecules or ions with the total composition C3H10NO2, with properties calculated with ωB97M-V/def2-TZVPD.

## Properties
Spin multiplicity ... 1
E_HOMO ... -14.854 eV
Calculated total energy ... -8850.600 eV
Total charge ... +1
Kohn-Sham gap ... 11.54 eV

XYZ file:
```
16
Properties=species:S:1:pos:R:3:lowdin_charge:R:1
O -1.98 -1.11 1.08 0.082
C -1.06 -0.70 1.76 -0.172
C 0.19 -0.14 1.02 -0.124
N 0.15 -0.41 -0.43 -0.013
C 1.56 -0.71 -0.97 0.033
H -1.09 -0.45 2.88 0.165
H 1.05 -0.64 1.48 0.135
H 0.36 0.87 1.36 0.132
H -0.36 0.08 -1.14 0.123
H -0.45 -1.33 -0.32 0.208
H 2.06 0.28 -0.97 0.114
H 2.07 -1.41 -0.31 0.101
H 1.42 -1.09 -1.99 0.111
H -1.33 2.65 -0.49 0.076
H -1.40 2.23 -1.92 0.070
O -1.19 1.87 -1.05 -0.043
```

---

Below is 2 unconnected molecules or ions with the total composition C3H10NO2S, with properties calculated with ωB97M-V/def2-TZVPD.

## Properties
Spin multiplicity ... 1
E_HOMO ... -3.553 eV
Calculated total energy ... -19691.971 eV
Total charge ... -1
Kohn-Sham gap ... 6.67 eV

XYZ file:
```
17
Properties=species:S:1:pos:R:3:lowdin_charge:R:1
C 0.84 0.90 0.32 -0.326
O 1.59 -0.08 1.01 -0.332
C -0.53 0.01 -0.22 -0.483
C -1.57 -0.29 0.84 -0.467
S -3.38 0.26 0.44 0.545
N -0.36 -1.22 -0.87 0.031
H 0.39 1.74 0.83 0.071
H 1.13 1.28 -0.67 0.077
H -0.69 0.85 -0.95 0.109
H -1.36 0.40 1.77 0.086
H -1.65 -1.33 1.22 0.067
H -3.27 1.41 -0.27 -0.183
H -0.35 -1.96 -0.25 0.027
H 0.60 -1.25 -1.21 0.061
H 2.72 0.12 0.13 0.043
H 2.63 -0.75 -1.23 -0.039
O 3.26 -0.09 -0.88 -0.288
```

---

Below is a molecular structure, C3H10NO2S, with properties calculated with ωB97M-V/def2-TZVPD.

## Properties
Spin multiplicity ... 1
E_HOMO ... -3.688 eV
Calculated total energy ... -19690.466 eV
Total charge ... -1
Kohn-Sham gap ... 6.30 eV

XYZ file:
```
17
Properties=species:S:1:pos:R:3:lowdin_charge:R:1
C -0.16 -0.11 0.74 -0.366
C -1.37 -0.72 0.11 -0.764
S -2.75 0.43 0.02 0.211
N 0.97 -0.89 0.91 0.029
C 2.15 0.08 1.04 -0.371
O 2.42 0.74 -0.11 -0.215
H 0.10 0.85 -0.10 0.046
H -0.37 0.50 1.62 0.115
H -1.47 -1.71 0.52 0.077
H -1.08 -0.87 -0.94 0.043
H -0.16 1.58 -0.30 0.235
H 1.16 -1.40 0.04 0.118
H 1.90 0.74 1.89 0.102
H 3.01 -0.54 1.33 0.099
H 0.59 0.23 -2.35 -0.036
H 1.76 0.33 -1.04 -0.036
O 1.32 -0.28 -1.99 -0.288
```

---

Below is 2 unconnected molecules or ions with the total composition C3H10NO3, with properties calculated with ωB97M-V/def2-TZVPD.

## Properties
Spin multiplicity ... 2
E_HOMO (alpha / beta) ... -3.322 / -8.237 eV
Calculated total energy ... -10901.679 eV
Kohn-Sham gap (alpha / beta) ... 3.41 / 8.20 eV

XYZ file:
```
17
Properties=species:S:1:pos:R:3:mulliken_spin:R:1
O -2.56 -0.93 -1.12 0.015
C -1.53 -0.42 -1.52 0.042
C -0.45 0.10 -0.60 0.577
C 0.55 -1.05 -0.30 -0.035
O 0.10 -1.68 0.88 -0.023
N -0.95 0.79 0.60 0.581
H -1.26 -0.38 -2.58 0.073
H 0.06 0.79 -1.27 0.259
H 1.54 -0.57 -0.30 0.013
H 0.59 -1.70 -1.18 0.053
H 0.30 -2.63 0.86 0.028
H -1.95 1.05 0.69 -0.257
H -0.83 0.17 1.44 -0.126
H -0.34 1.60 0.87 -0.185
H 2.42 1.30 1.87 0.024
H 2.32 2.20 0.66 -0.008
O 2.00 1.36 1.00 -0.031
```

---

Below is 2 unconnected molecules or ions with the total composition C3H10NO3, with properties calculated with ωB97M-V/def2-TZVPD.

## Properties
Spin multiplicity ... 1
E_HOMO ... -15.135 eV
Calculated total energy ... -10898.960 eV
Total charge ... +1
Kohn-Sham gap ... 11.92 eV

XYZ file:
```
17
Properties=species:S:1:pos:R:3:lowdin_charge:R:1
C -1.77 0.50 0.94 0.009
C -1.02 -0.21 -0.19 -0.276
C 0.00 -1.10 0.57 -0.477
N 2.29 0.78 -0.84 0.204
O -0.40 0.61 -1.20 -0.068
O -0.56 -2.23 0.88 0.199
O 1.08 -0.71 0.90 0.111
H -1.01 0.81 1.63 0.087
H -2.52 -0.16 1.28 0.092
H -2.23 1.44 0.64 0.099
H -1.65 -0.96 -0.70 0.158
H 2.87 1.64 -0.77 0.138
H 1.24 0.94 -1.25 0.151
H 2.99 0.16 -1.48 0.214
H -1.07 1.16 -1.74 0.177
H -0.13 -2.90 1.43 0.163
H 1.89 0.20 -0.10 0.020
```

---

Below is 3 unconnected molecules or ions with the total composition C3H10NO3S, with properties calculated with ωB97M-V/def2-TZVPD.

## Properties
Spin multiplicity ... 1
E_HOMO ... -3.364 eV
Calculated total energy ... -21741.564 eV
Total charge ... -1
Kohn-Sham gap ... 7.12 eV

XYZ file:
```
18
Properties=species:S:1:pos:R:3:lowdin_charge:R:1
O 1.12 0.55 -0.05 -0.099
C 1.01 -0.51 -0.71 -0.344
C -0.43 -0.99 -1.12 -0.464
C -0.91 -1.87 0.06 -0.600
S 0.69 -2.72 0.57 0.269
N -1.38 0.05 -1.48 0.032
H 1.87 -1.00 -1.14 0.065
H -0.42 -1.68 -1.98 0.122
H -1.22 -1.52 1.05 0.027
H -1.70 -2.54 -0.25 0.037
H -1.38 0.22 -2.48 0.055
H -1.12 0.92 -1.02 0.035
H 1.00 0.59 2.07 0.026
H 1.95 1.75 1.82 0.028
O 1.40 1.36 2.50 -0.078
H -0.33 2.13 0.07 -0.016
H 0.01 2.38 1.45 -0.002
O -0.15 2.88 0.64 -0.093
```

---

Below is 3 unconnected molecules or ions with the total composition C3H10NO4, with properties calculated with ωB97M-V/def2-TZVPD.

## Properties
Spin multiplicity ... 1
E_HOMO ... -4.656 eV
Calculated total energy ... -12954.994 eV
Total charge ... -1
Kohn-Sham gap ... 8.48 eV

XYZ file:
```
18
Properties=species:S:1:pos:R:3:lowdin_charge:R:1
C 0.46 -1.19 -0.56 -0.252
C 0.39 0.32 -0.83 -0.144
C 0.20 1.26 0.36 -0.695
O -0.84 1.09 1.06 -0.099
O 0.97 2.28 0.53 -0.113
N -0.78 -1.68 0.22 -0.028
H 0.29 -1.79 -1.45 0.080
H 1.33 -1.65 -0.04 0.093
H 1.37 0.56 -1.35 0.109
H -0.39 0.47 -1.63 0.105
H -1.62 -1.45 -0.31 0.025
H -0.87 -1.08 1.02 0.025
H 2.44 0.96 1.66 0.028
H 2.77 -0.23 0.83 0.006
O 2.69 0.01 1.76 -0.082
H -2.60 0.89 -1.20 0.003
H -2.72 0.73 0.40 0.025
O -3.09 0.51 -0.48 -0.087
```

---

Below is 3 unconnected molecules or ions with the total composition C3H10NO4, with properties calculated with ωB97M-V/def2-TZVPD.

## Properties
Spin multiplicity ... 1
E_HOMO ... -4.446 eV
Calculated total energy ... -12954.412 eV
Total charge ... -1
Kohn-Sham gap ... 8.35 eV

XYZ file:
```
18
Properties=species:S:1:pos:R:3:lowdin_charge:R:1
C 0.18 -1.79 2.12 -0.399
N 0.96 -1.26 1.14 0.014
C 0.55 -1.12 -0.30 -0.146
C -0.75 -0.27 -0.42 -0.378
O -0.53 1.06 -0.66 -0.323
O 0.51 -1.80 3.29 -0.030
H -0.71 -2.34 1.75 0.128
H 1.59 -0.54 1.47 0.105
H 0.53 -2.15 -0.64 0.094
H 1.38 -0.52 -0.68 0.099
H -1.44 -0.35 0.41 0.089
H -1.32 -0.80 -1.23 0.095
H 2.02 2.50 0.08 0.018
H 0.82 1.50 0.04 0.002
O 1.82 1.56 0.28 -0.160
H -2.30 2.79 -2.23 0.003
H -1.33 1.60 -1.85 -0.025
O -1.99 1.92 -2.58 -0.188
```